(1)
C37H32FeNP2 | ωB97M-V/def2-TZVPD

**Relative energy (zero: lowest compared OMol25 entry of this formula, charge and spin)**: 44.40 kJ/mol
**⟨S²⟩**: 8.797
**M**: 608.46 u
**Total charge**: +2
**HOMO-LUMO gap (spin up / spin down)**: 0.2610 / 0.1917 hartree
**2S+1**: 6
**Total energy**: -93323.707 eV

Geometry (Å):
1 C 0.88 0.86 -2.01
2 C 1.71 0.42 -0.95
3 C 2.63 -0.63 -1.19
4 C 2.68 -1.24 -2.43
5 C 1.88 -0.80 -3.48
6 C 0.96 0.24 -3.25
7 P 1.69 1.33 0.66
8 C 3.22 0.97 1.48
9 C 3.29 0.02 2.52
10 C 4.54 -0.32 3.03
11 C 5.70 0.30 2.55
12 C 5.61 1.28 1.57
13 C 4.37 1.64 1.03
14 Fe -0.14 0.22 0.68
15 P -1.86 -1.12 0.63
16 C -0.76 -2.29 -0.21
17 C -0.96 -2.52 -1.58
18 C -0.27 -3.54 -2.23
19 C 0.65 -4.33 -1.53
20 C 0.89 -4.08 -0.17
21 C 0.18 -3.08 0.49
22 C -3.00 -1.82 1.84
23 C -3.71 -0.98 2.73
24 C -4.56 -1.57 3.67
25 C -4.66 -2.97 3.73
26 C -3.93 -3.80 2.87
27 C -3.07 -3.23 1.93
28 C -2.77 0.00 -0.49
29 C -2.58 1.41 -0.55
30 C -3.32 2.13 -1.49
31 C -4.24 1.48 -2.31
32 C -4.47 0.10 -2.19
33 C -3.73 -0.64 -1.27
34 C 1.48 3.09 0.36
35 C 1.95 3.68 -0.83
36 C 1.76 5.06 -1.04
37 C 1.10 5.85 -0.08
38 C 0.62 5.25 1.09
39 C 0.81 3.88 1.32
40 H -3.55 0.10 2.71
41 H -5.12 -0.93 4.35
42 H -5.33 -3.42 4.45
43 H -4.00 -4.88 2.92
44 H -2.45 -3.82 1.25
45 H -1.71 -1.93 -2.12
46 H -0.44 -3.72 -3.29
47 H 1.17 -5.13 -2.04
48 H 1.60 -4.71 0.37
49 H 0.34 -2.90 1.56
50 H -1.86 1.91 0.13
51 H -3.17 3.22 -1.57
52 H -4.81 2.05 -3.03
53 H -5.21 -0.42 -2.80
54 H -3.88 -1.73 -1.15
55 H 2.46 3.08 -1.57
56 H 2.13 5.51 -1.97
57 H 0.99 6.92 -0.25
58 H 0.10 5.87 1.84
59 H 0.41 3.42 2.22
60 H 2.37 -0.42 2.93
61 H 4.61 -1.07 3.82
62 H 6.68 0.03 2.96
63 H 6.50 1.80 1.20
64 H 4.27 2.44 0.29
65 H 3.34 -0.91 -0.42
66 H 3.36 -2.08 -2.62
67 H 1.96 -1.28 -4.46
68 H 0.30 0.62 -4.03
69 H 0.22 1.71 -1.87
70 H 0.08 -1.35 -5.27
71 H -0.18 -0.66 -5.05
72 N -1.06 1.51 3.30
73 C -0.69 0.94 2.32

***

(2)
C37H33AgFNP3Se2 | ωB97M-V/def2-TZVPD

**Relative energy (zero: lowest compared OMol25 entry of this formula, charge and spin)**: 14.12 kJ/mol
**M**: 869.39 u
**Total charge**: -1
**HOMO-LUMO gap**: 0.2615 hartree
**Total energy**: -205675.840 eV

Geometry (Å):
1 Ag 0.18 0.58 -0.62
2 C -0.77 -2.24 1.67
3 N -0.06 -1.18 2.41
4 P -1.01 -0.04 3.30
5 C -1.81 -1.16 4.51
6 C -2.98 -0.75 5.16
7 C -3.53 -1.52 6.17
8 C -2.93 -2.70 6.57
9 C -1.75 -3.11 5.95
10 C -1.19 -2.34 4.93
11 C -2.37 0.34 2.13
12 C -2.14 1.45 1.32
13 C -3.02 1.75 0.29
14 C -4.15 0.98 0.08
15 C -4.40 -0.11 0.91
16 C -3.51 -0.44 1.92
17 P 1.13 -0.43 1.38
18 C 2.27 -1.82 1.05
19 C 2.90 -2.58 2.04
20 C 3.74 -3.62 1.68
21 C 3.96 -3.92 0.34
22 C 3.34 -3.17 -0.64
23 C 2.49 -2.13 -0.29
24 C 2.00 0.67 2.53
25 C 2.43 0.31 3.80
26 C 3.11 1.22 4.60
27 C 3.36 2.50 4.12
28 C 2.91 2.87 2.86
29 C 2.23 1.97 2.06
30 H -1.55 -2.67 2.30
31 H -0.07 -3.03 1.39
32 H -1.23 -1.86 0.75
33 H -3.46 0.17 4.85
34 H -4.45 -1.19 6.65
35 H -3.36 -3.30 7.36
36 H -1.27 -4.03 6.25
37 H -0.28 -2.66 4.46
38 H -1.26 2.07 1.44
39 H -2.80 2.59 -0.36
40 H -4.83 1.21 -0.73
41 H -5.28 -0.73 0.74
42 H -3.69 -1.31 2.54
43 H 2.75 -2.36 3.08
44 H 4.23 -4.20 2.46
45 H 4.62 -4.74 0.07
46 H 3.50 -3.39 -1.69
47 H 2.01 -1.56 -1.07
48 H 2.19 -0.68 4.20
49 H 3.43 0.93 5.59
50 H 3.89 3.21 4.74
51 H 3.08 3.88 2.50
52 H 1.80 2.27 1.10
53 Se 1.95 -1.16 -3.99
54 P 0.25 0.13 -3.99
55 Se -1.33 -0.25 -2.54
56 C 0.81 1.87 -3.90
57 C 0.19 2.81 -3.08
58 C 0.67 4.11 -3.03
59 C 1.72 4.50 -3.83
60 C 2.33 3.57 -4.68
61 C 1.88 2.26 -4.70
62 C -0.59 0.09 -5.63
63 C -1.76 0.82 -5.82
64 C -2.38 0.83 -7.06
65 C -1.84 0.12 -8.12
66 C -0.67 -0.60 -7.93
67 C -0.05 -0.61 -6.69
68 H -0.62 2.51 -2.44
69 H 0.23 4.81 -2.33
70 H 2.10 5.51 -3.79
71 H 3.17 3.86 -5.30
72 H 2.37 1.52 -5.32
73 H -2.19 1.36 -4.99
74 H -3.30 1.40 -7.19
75 H -2.33 0.13 -9.09
76 H -0.24 -1.16 -8.76
77 H 0.86 -1.18 -6.53
78 F 0.37 2.75 -0.12

***

(3)
C37H33AsN8O6PRb | ωB97M-V/def2-TZVPD

**Relative energy (zero: lowest compared OMol25 entry of this formula, charge and spin)**: 8.52 kJ/mol
**M**: 877.09 u
**HOMO-LUMO gap**: 0.2985 hartree
**Total energy**: -133889.499 eV

Geometry (Å):
1 Rb 1.28 0.37 1.66
2 C 2.51 6.07 -0.89
3 N 2.09 5.10 0.09
4 C 1.85 5.35 1.41
5 C 1.43 4.17 1.97
6 N 1.41 3.21 1.01
7 C 1.81 3.77 -0.11
8 P 1.89 3.01 -1.76
9 C 0.30 2.12 -1.77
10 N -0.11 1.17 -0.95
11 C -1.36 0.83 -1.36
12 C -1.72 1.58 -2.44
13 N -0.66 2.40 -2.70
14 C -0.62 3.43 -3.72
15 C 3.09 1.66 -1.50
16 N 3.27 0.91 -0.43
17 C 4.33 0.09 -0.71
18 C 4.79 0.34 -1.97
19 N 4.00 1.35 -2.47
20 C 4.11 1.93 -3.79
21 H 2.82 6.98 -0.38
22 H 1.70 6.31 -1.58
23 H 3.36 5.70 -1.46
24 H 2.00 6.33 1.84
25 H 1.15 3.95 2.98
26 H -1.94 0.07 -0.85
27 H -2.63 1.63 -3.01
28 H -1.45 3.26 -4.41
29 H 0.31 3.38 -4.28
30 H -0.73 4.42 -3.28
31 H 4.68 -0.64 -0.01
32 H 5.58 -0.10 -2.55
33 H 4.98 1.50 -4.29
34 H 4.24 3.01 -3.73
35 H 3.23 1.70 -4.39
36 O 0.32 1.48 4.02
37 C -0.62 0.70 3.79
38 O -0.56 -0.52 3.54
39 C -2.01 1.30 3.65
40 C -2.41 1.78 2.40
41 C -3.68 2.29 2.24
42 C -4.60 2.34 3.28
43 C -4.18 1.87 4.50
44 C -2.91 1.36 4.71
45 N -5.12 1.92 5.63
46 O -4.74 1.51 6.71
47 O -6.22 2.40 5.43
48 N -4.10 2.80 0.93
49 O -3.23 2.96 0.09
50 O -5.27 3.05 0.75
51 H -1.74 1.75 1.54
52 H -5.59 2.74 3.14
53 H -2.63 1.00 5.69
54 C 0.30 -7.64 1.47
55 C -0.57 -7.07 0.56
56 C -0.57 -5.69 0.37
57 C 0.30 -4.89 1.09
58 C 1.16 -5.47 2.01
59 C 1.17 -6.84 2.20
60 As 0.43 -2.95 0.83
61 C -1.35 -2.51 0.16
62 C -1.79 -2.80 -1.13
63 C -3.07 -2.44 -1.53
64 C -3.92 -1.78 -0.64
65 C -3.48 -1.49 0.64
66 C -2.20 -1.84 1.04
67 C 1.43 -3.02 -0.86
68 C 1.35 -1.89 -1.69
69 C 2.14 -1.79 -2.82
70 C 3.02 -2.82 -3.15
71 C 3.11 -3.93 -2.33
72 C 2.31 -4.03 -1.19
73 H 0.29 -8.72 1.63
74 H -1.26 -7.69 0.00
75 H -1.27 -5.25 -0.34
76 H 1.83 -4.84 2.59
77 H 1.84 -7.29 2.92
78 H -1.13 -3.29 -1.83
79 H -3.41 -2.67 -2.53
80 H -4.92 -1.50 -0.95
81 H -4.14 -0.97 1.33
82 H -1.85 -1.58 2.04
83 H 0.68 -1.08 -1.43
84 H 2.06 -0.92 -3.46
85 H 3.63 -2.75 -4.04
86 H 3.79 -4.73 -2.58
87 H 2.38 -4.91 -0.56

***

(4)
C37H33Br3Cl52F9NO2SSi | ωB97M-V/def2-TZVPD

**M**: 2838.08 u
**HOMO-LUMO gap**: 0.3259 hartree
**Total energy**: -948949.139 eV

Geometry (Å):
1 C 1.14 -3.57 -1.19
2 C 1.64 -3.08 0.15
3 C 2.71 -3.73 0.68
4 C 3.25 -3.32 1.87
5 C 2.71 -2.25 2.49
6 C 1.63 -1.60 1.97
7 C 1.05 -2.00 0.79
8 C -0.14 -1.32 0.13
9 C -0.86 -0.23 0.95
10 C -0.01 1.01 1.29
11 C 1.17 1.27 0.36
12 O 0.76 1.41 -0.98
13 Si 1.95 1.30 -2.15
14 C 3.60 0.65 -1.56
15 C 1.30 0.07 -3.44
16 C 2.27 2.91 -3.09
17 C -1.42 -1.02 2.18
18 O -0.98 -1.09 3.32
19 N -2.63 -1.65 1.74
20 C -3.42 -0.73 0.85
21 C -4.39 0.18 1.67
22 C -5.84 -0.27 1.90
23 C -6.08 -0.89 3.28
24 F -5.43 -2.05 3.46
25 F -5.53 -0.02 4.18
26 C -7.58 -0.99 3.72
27 F -7.58 -1.02 5.06
28 F -8.32 0.08 3.40
29 S -8.52 -2.53 3.17
30 F -7.66 -3.43 4.11
31 F -7.57 -2.76 1.93
32 F -9.47 -1.66 2.22
33 F -9.57 -2.29 4.34
34 F -9.34 -3.81 2.75
35 C -4.06 -1.57 -0.28
36 Br -4.80 -3.22 0.49
37 C -3.14 -1.93 -1.50
38 C -3.87 -1.67 -2.83
39 Br -2.75 -3.86 -1.52
40 C -2.25 0.26 0.48
41 Br -2.39 1.26 -1.18
42 H 0.08 -3.38 -1.34
43 H 1.42 -4.61 -1.37
44 H 1.66 -2.98 -1.96
45 H 3.13 -4.59 0.17
46 H 4.09 -3.84 2.31
47 H 3.14 -1.90 3.42
48 H 1.24 -0.75 2.51
49 H 0.19 -0.97 -0.86
50 H -0.86 -2.12 -0.08
51 H -0.62 1.92 1.22
52 H 0.33 0.98 2.33
53 H 1.63 2.20 0.73
54 H 1.91 0.48 0.54
55 H 4.14 1.29 -0.86
56 H 4.19 0.43 -2.46
57 H 3.45 -0.33 -1.08
58 H 1.43 -0.97 -3.10
59 H 0.21 0.21 -3.45
60 H 1.72 0.23 -4.43
61 H 1.32 3.42 -3.26
62 H 2.96 3.51 -2.51
63 H 2.72 2.61 -4.04
64 H -3.17 -1.66 2.60
65 H -3.87 0.44 2.59
66 H -4.46 1.10 1.09
67 H -6.27 -0.85 1.10
68 H -6.43 0.66 1.93
69 H -4.92 -1.03 -0.67
70 H -2.19 -1.42 -1.55
71 H -4.22 -0.64 -2.86
72 H -4.65 -2.41 -2.99
73 H -3.13 -1.83 -3.62
74 H -2.41 1.05 1.22
75 C -1.96 5.17 -2.83
76 Cl -0.95 5.11 -1.38
77 Cl -1.91 3.60 -3.63
78 Cl -3.63 5.54 -2.37
79 Cl -1.35 6.41 -3.92
80 C -5.98 3.90 3.13
81 Cl -6.42 4.69 1.61
82 Cl -4.28 3.41 3.05
83 Cl -6.19 5.00 4.49
84 Cl -7.02 2.48 3.36
85 C 1.34 -3.70 -5.86
86 Cl 0.03 -3.51 -4.69
87 Cl 2.82 -4.16 -5.01
88 Cl 0.91 -4.95 -7.03
89 Cl 1.60 -2.16 -6.71
90 C 6.16 -2.79 -2.73
91 Cl 7.48 -3.96 -2.64
92 Cl 5.53 -2.71 -4.37
93 Cl 4.87 -3.28 -1.62
94 Cl 6.73 -1.18 -2.26
95 C 11.02 -2.02 -3.83
96 Cl 11.97 -2.11 -2.35
97 Cl 11.13 -3.56 -4.69
98 Cl 9.33 -1.69 -3.42
99 Cl 11.65 -0.73 -4.87
100 C 6.19 3.83 -0.08
101 Cl 7.14 3.81 1.40
102 Cl 6.42 2.30 -0.95
103 Cl 4.48 4.03 0.31
104 Cl 6.71 5.17 -1.11
105 C 7.74 -6.00 1.19
106 Cl 8.61 -5.43 -0.24
107 Cl 7.73 -7.77 1.21
108 Cl 8.54 -5.39 2.64
109 Cl 6.08 -5.40 1.14
110 C -2.89 -6.43 -6.04
111 Cl -3.32 -5.46 -7.46
112 Cl -1.24 -7.02 -6.21
113 Cl -3.00 -5.43 -4.59
114 Cl -4.00 -7.80 -5.90
115 C 14.82 -3.62 0.28
116 Cl 15.49 -3.32 -1.33
117 Cl 15.61 -5.03 1.00
118 Cl 15.10 -2.20 1.30
119 Cl 13.09 -3.92 0.14
120 C -7.14 9.28 2.98
121 Cl -6.20 9.46 4.46
122 Cl -6.94 7.64 2.35
123 Cl -8.85 9.56 3.34
124 Cl -6.58 10.45 1.78
125 C 12.84 2.28 -2.45
126 Cl 13.50 2.59 -4.06
127 Cl 13.62 0.84 -1.76
128 Cl 13.16 3.67 -1.40
129 Cl 11.10 2.01 -2.56
130 C -10.95 13.03 2.23
131 Cl -11.41 13.76 0.69
132 Cl -9.25 12.56 2.18
133 Cl -11.20 14.21 3.53
134 Cl -11.94 11.60 2.53
135 C -7.87 -0.01 8.78
136 Cl -7.02 0.42 7.29
137 Cl -7.93 -1.77 8.93
138 Cl -7.02 0.67 10.17
139 Cl -9.52 0.64 8.72

***

(5)
C37H33N6O3Rb | ωB97M-V/def2-TZVPD

**M**: 695.18 u
**Total charge**: -2
**HOMO-LUMO gap**: 0.2389 hartree
**Total energy**: -54646.906 eV

Geometry (Å):
1 Rb -0.12 0.48 -0.02
2 C 1.16 -1.12 5.20
3 C 1.11 -1.10 3.70
4 N 1.07 -0.03 3.01
5 N 1.18 1.15 3.70
6 C 0.52 2.12 3.08
7 O -0.31 2.04 2.14
8 C 0.81 3.50 3.65
9 C 0.66 4.61 2.82
10 C 0.92 5.88 3.30
11 C 1.33 6.07 4.62
12 C 1.47 4.97 5.45
13 C 1.22 3.69 4.97
14 C 1.08 -2.41 2.96
15 C 0.82 -3.57 3.67
16 C 0.75 -4.78 3.00
17 C 0.95 -4.80 1.64
18 C 1.22 -3.60 1.00
19 N 1.28 -2.42 1.64
20 H 1.39 -0.12 5.55
21 H 1.92 -1.82 5.57
22 H 0.20 -1.42 5.62
23 H 0.32 4.45 1.81
24 H 0.81 6.74 2.64
25 H 1.54 7.07 4.99
26 H 1.78 5.10 6.48
27 H 1.34 2.81 5.60
28 H 0.66 -3.53 4.74
29 H 0.53 -5.70 3.54
30 H 0.89 -5.72 1.06
31 H 1.38 -3.58 -0.07
32 C -2.40 2.81 -4.79
33 C -2.62 3.73 -3.63
34 C -3.60 4.72 -3.66
35 C -3.79 5.59 -2.59
36 C -2.97 5.46 -1.47
37 C -1.98 4.48 -1.41
38 C -1.07 4.37 -0.22
39 C -1.81 3.59 -2.48
40 N -0.92 2.52 -2.40
41 C 0.16 2.52 -3.15
42 O 0.68 3.47 -3.78
43 C 0.77 1.13 -3.40
44 C 1.60 0.99 -4.51
45 C 2.01 -0.28 -4.87
46 C 1.59 -1.37 -4.13
47 C 0.77 -1.15 -3.04
48 N 0.37 0.07 -2.67
49 C 0.25 -2.39 -2.30
50 O 1.04 -3.36 -2.24
51 N -0.99 -2.29 -1.86
52 C -1.73 -3.42 -1.53
53 C -2.44 -3.45 -0.31
54 C -2.25 -2.32 0.66
55 C -3.28 -4.51 -0.01
56 C -3.45 -5.57 -0.90
57 C -2.78 -5.53 -2.11
58 C -1.93 -4.48 -2.45
59 C -1.26 -4.46 -3.79
60 H -3.16 2.97 -5.56
61 H -1.41 2.96 -5.23
62 H -2.44 1.77 -4.46
63 H -4.22 4.81 -4.54
64 H -4.55 6.35 -2.62
65 H -3.08 6.14 -0.63
66 H -1.18 5.24 0.42
67 H -1.27 3.48 0.39
68 H -0.03 4.29 -0.54
69 H 1.88 1.88 -5.04
70 H 2.65 -0.42 -5.74
71 H 1.88 -2.39 -4.37
72 H -1.19 -2.21 0.89
73 H -2.59 -1.38 0.23
74 H -2.79 -2.50 1.59
75 H -3.80 -4.51 0.94
76 H -4.11 -6.39 -0.66
77 H -2.91 -6.34 -2.82
78 H -1.66 -5.26 -4.43
79 H -1.44 -3.50 -4.29
80 H -0.18 -4.57 -3.70